i | This record from the OMol25 dataset describes a molecular structure, C3H4O3. The level of theory is wB97M-V/def2-TZVPD.

The geometry in ORCA input format:
```
! RIJCOSX wB97M-V def2-TZVPD def2/J DEFGRID3
* xyz 0 1
O -1.283 -1.016 -0.060
C -0.134 0.001 -0.626
C 0.026 1.275 0.178
O 1.425 0.907 0.398
C 1.121 -0.386 0.013
O 1.720 -1.404 0.248
H -0.818 -1.826 0.247
H -1.534 -1.164 -0.986
H -0.518 1.341 1.126
H -0.056 2.203 -0.392
*
```

The HOMO energy is -8.73 eV. As for the orbital gap: 8.729 eV. The lowest unoccupied orbital energy comes out at 0.0 eV.

These are the natural (NBO) partial charges, in e, on atoms 1 to 6: O -0.68; C -0.23; C -0.13; O -0.49; C 0.68; O -0.60


ii | This record from the OMol25 dataset describes C3H4O3 in the gas phase. The level of theory is wB97M-V/def2-TZVPD.

The geometry in ORCA input format:
```
! RIJCOSX wB97M-V def2-TZVPD def2/J DEFGRID3
* xyz 0 1
C 1.784 -0.499 -0.155
C 0.583 0.491 0.173
O 0.725 1.684 0.518
C -0.790 -0.200 -0.035
O -1.792 0.329 0.411
O -0.854 -1.357 -0.642
H 1.377 -0.986 -1.219
H 2.732 0.013 -0.275
H 1.827 -1.363 0.525
H -0.033 -1.670 -1.234
*
```

The HOMO energy is -10.33 eV. As for the orbital gap: 9.813 eV. As for the structure (SMILES): CC(=O)C(=O)O. The lowest unoccupied orbital energy comes out at -0.5 eV.

These are the natural (NBO) partial charges, in e, on atoms 1 to 6: C -0.68; C 0.47; O -0.45; C 0.66; O -0.51; O -0.66


iii | This record from the OMol25 dataset describes C3H4O3 in the gas phase. The level of theory is wB97M-V/def2-TZVPD.

The geometry in ORCA input format:
```
! RIJCOSX wB97M-V def2-TZVPD def2/J DEFGRID3
* xyz 0 1
O 0.802 -1.219 -1.639
C 0.591 -0.197 -0.758
C -0.026 -0.371 0.547
O 1.350 -0.171 0.457
C -1.137 1.672 0.476
O -0.773 0.646 1.204
H 0.737 -2.065 -1.177
H 0.515 0.757 -1.267
H -0.355 -1.333 0.939
H -1.705 2.280 1.219
*
```

The HOMO energy is -9.12 eV. As for the orbital gap: 9.483 eV. The lowest unoccupied orbital energy comes out at 0.4 eV.

These are the natural (NBO) partial charges, in e, on atoms 1 to 6: O -0.67; C 0.31; C 0.28; O -0.48; C 0.10; O -0.48


iv | This record from the OMol25 dataset describes C3H4O3 in the gas phase. The level of theory is wB97M-V/def2-TZVPD.

The geometry in ORCA input format:
```
! RIJCOSX wB97M-V def2-TZVPD def2/J DEFGRID3
* xyz 0 1
O 1.182 1.335 -0.786
C 1.341 0.338 -0.132
C 0.348 -0.809 -0.088
O -0.919 -0.438 -0.608
C -1.546 0.495 0.126
O -1.117 0.968 1.144
H 2.255 0.174 0.474
H 0.714 -1.616 -0.732
H 0.255 -1.188 0.936
H -2.513 0.741 -0.334
*
```

The HOMO energy is -10.30 eV. As for the orbital gap: 11.156 eV. As for the structure (SMILES): O=CCOC=O. The lowest unoccupied orbital energy comes out at 0.9 eV.

These are the natural (NBO) partial charges, in e, on atoms 1 to 6: O -0.50; C 0.42; C -0.20; O -0.49; C 0.65; O -0.58


Most stable structure - iv; separation to the second - 0.707 eV.


i | This record from the OMol25 dataset describes C5H10OS2 in the gas phase. The level of theory is wB97M-V/def2-TZVPD.

The geometry in ORCA input format:
```
! RIJCOSX wB97M-V def2-TZVPD def2/J DEFGRID3
* xyz 0 1
C -2.936 -1.485 -0.271
C -1.492 -1.633 -0.471
S -0.641 -0.811 0.971
S -0.592 1.254 0.761
C 0.751 1.760 -0.218
C 2.238 1.493 0.493
C 2.738 -0.055 0.430
O 2.517 -0.832 -0.473
H -3.392 -2.364 0.205
H -3.461 -0.945 -1.269
H -3.266 -0.601 0.380
H -1.130 -2.701 -0.424
H -1.070 -1.028 -1.341
H 0.726 1.385 -1.248
H 0.592 2.829 -0.419
H 2.171 1.786 1.561
H 3.010 2.099 -0.073
H 3.239 -0.152 1.404
*
```

The HOMO energy is -8.57 eV. As for the orbital gap: 9.286 eV. As for the structure (SMILES): CCSSCCC=O. The lowest unoccupied orbital energy comes out at 0.7 eV.

These are the natural (NBO) partial charges, in e, on atoms 1 to 6: C -0.66; C -0.53; S 0.05; S 0.12; C -0.60; C -0.52


ii | This record from the OMol25 dataset describes C5H10OS2 in the gas phase. The level of theory is wB97M-V/def2-TZVPD.

The geometry in ORCA input format:
```
! RIJCOSX wB97M-V def2-TZVPD def2/J DEFGRID3
* xyz 0 1
C 1.764 -0.904 0.310
C 0.293 -0.301 0.377
C -0.575 -1.070 1.330
O 0.291 1.079 0.774
C -0.394 -0.255 -0.953
S -0.721 -1.591 -1.966
C -0.737 1.232 -1.460
S -2.394 1.978 -0.904
H 2.556 -0.213 -0.258
H 1.761 -1.815 -0.538
H 2.110 -1.411 1.346
H -0.023 -1.117 2.235
H -1.510 -0.566 1.616
H -0.740 -2.007 0.804
H 1.318 1.455 0.881
H -0.009 1.964 -1.369
H -0.819 1.100 -2.588
H -2.171 2.441 0.364
*
```

The HOMO energy is -8.73 eV. As for the orbital gap: 8.108 eV. As for the structure (SMILES): CC(C)(O)C(=S)CS. The lowest unoccupied orbital energy comes out at -0.6 eV.

These are the natural (NBO) partial charges, in e, on atoms 1 to 6: C -0.66; C 0.09; C -0.61; O -0.74; C 0.03; S 0.01


iii | This record from the OMol25 dataset describes C5H10OS2 in the gas phase. The level of theory is wB97M-V/def2-TZVPD.

The geometry in ORCA input format:
```
! RIJCOSX wB97M-V def2-TZVPD def2/J DEFGRID3
* xyz 0 1
C -1.888 -0.097 -0.552
C -0.480 -0.182 0.083
C -0.554 -0.340 1.571
O 0.159 -1.403 -0.421
C 0.409 0.984 -0.218
S 0.020 2.526 0.177
C 1.772 0.706 -0.890
S 2.936 0.102 0.348
H -1.803 0.009 -1.662
H -2.349 0.790 -0.042
H -2.535 -0.913 -0.233
H -1.179 -1.237 1.791
H 0.457 -0.402 2.019
H -1.080 0.482 2.037
H -0.182 -1.478 -1.340
H 1.618 -0.048 -1.679
H 2.071 1.718 -1.254
H 2.607 -1.216 0.265
*
```

The HOMO energy is -8.61 eV. As for the orbital gap: 8.324 eV. As for the structure (SMILES): CC(C)(O)C(=S)CS. The lowest unoccupied orbital energy comes out at -0.3 eV.

These are the natural (NBO) partial charges, in e, on atoms 1 to 6: C -0.63; C 0.12; C -0.61; O -0.73; C -0.02; S 0.03


Most stable structure - iii; separation to the second - 1.171 eV.


i | This record from the OMol25 dataset describes a gas-phase ion, C2H2N3S2 (charge -1). The level of theory is wB97M-V/def2-TZVPD.

The geometry in ORCA input format:
```
! RIJCOSX wB97M-V def2-TZVPD def2/J DEFGRID3
* xyz -1 1
C 0.054 1.843 0.411
C -1.120 -0.180 0.153
N -0.907 1.121 0.068
N 0.070 -0.915 0.091
N 1.193 -0.283 -0.097
S 2.721 -0.800 -0.019
S -2.493 -1.196 -0.092
H 0.626 2.367 -0.382
H -0.144 -1.958 -0.132
*
```

The HOMO energy (alpha / beta) is -2.93 / -2.93 eV. As for the orbital gap (alpha / beta): 5.967 / 5.965 eV. The lowest unoccupied orbital energy (alpha / beta) comes out at 3.0 / 3.0 eV.

These are the natural (NBO) partial charges, in e, on atoms 1 to 6: C 0.00; C 0.17; N -0.45; N -0.35; N -0.33; S -0.07


ii | This record from the OMol25 dataset describes 2 unconnected molecules or ions with the total composition C2H2N3S2. The level of theory is wB97M-V/def2-TZVPD.

The geometry in ORCA input format:
```
! RIJCOSX wB97M-V def2-TZVPD def2/J DEFGRID3
* xyz -1 1
C 0.549 -1.031 0.568
C -0.596 -0.966 1.196
N 0.507 0.006 -0.309
N -0.598 0.746 -0.106
N -1.264 0.179 0.859
S -2.622 1.002 1.444
S -2.687 -0.565 -2.204
H 1.496 -1.591 0.571
H -2.263 0.425 -1.618
*
```

The HOMO energy (alpha / beta) is -3.47 / -3.38 eV. As for the orbital gap (alpha / beta): 6.076 / 4.625 eV. The lowest unoccupied orbital energy (alpha / beta) comes out at 2.6 / 1.2 eV.

These are the natural (NBO) partial charges, in e, on atoms 1 to 6: C -0.27; C 0.22; N -0.31; N -0.11; N -0.34; S -0.36


iii | This record from the OMol25 dataset describes a gas-phase ion, C2H2N3S2 (charge -1). The level of theory is wB97M-V/def2-TZVPD.

The geometry in ORCA input format:
```
! RIJCOSX wB97M-V def2-TZVPD def2/J DEFGRID3
* xyz -1 1
S -0.544 2.763 -0.439
C -0.082 1.216 -0.035
N 0.776 0.834 0.931
C 0.896 -0.431 0.988
N -0.176 -1.057 -0.187
S -0.374 -2.545 -0.837
N -0.594 0.125 -0.680
H 1.408 -1.092 1.644
H -1.310 0.188 -1.386
*
```

The HOMO energy (alpha / beta) is -2.67 / -2.67 eV. As for the orbital gap (alpha / beta): 6.382 / 6.379 eV. As for the structure (SMILES): S=c1ncn([S-])[nH]1. The lowest unoccupied orbital energy (alpha / beta) comes out at 3.7 / 3.7 eV.

These are the natural (NBO) partial charges, in e, on atoms 1 to 6: S -0.43; C 0.16; N -0.50; C 0.20; N -0.38; S -0.33


Most stable structure - iii; separation to the second - 2.235 eV.


i | This record from the OMol25 dataset describes C4H7NO2S in the gas phase. The level of theory is wB97M-V/def2-TZVPD.

The geometry in ORCA input format:
```
! RIJCOSX wB97M-V def2-TZVPD def2/J DEFGRID3
* xyz 0 1
C 0.408 -0.317 2.660
C 0.402 -0.268 1.336
C 1.120 -1.220 0.384
O 1.931 -0.473 -0.520
S -0.358 1.134 0.460
C -1.630 0.243 -0.473
N -1.550 -0.172 -1.688
O -0.255 0.080 -2.205
H -0.089 0.310 3.342
H 1.068 -1.091 3.082
H 0.406 -1.761 -0.227
H 1.733 -1.895 0.931
H 1.227 0.004 -1.066
H -2.628 0.030 -0.060
H -0.342 -0.012 -3.186
*
```

The HOMO energy is -9.36 eV. As for the orbital gap: 9.992 eV. As for the structure (SMILES): C=C(CO)S/C=N\O. The lowest unoccupied orbital energy comes out at 0.6 eV.

These are the natural (NBO) partial charges, in e, on atoms 1 to 6: C -0.37; C -0.13; C -0.12; O -0.73; S 0.20; C -0.13


ii | This record from the OMol25 dataset describes 2 unconnected molecules or ions with the total composition C4H7NO2S. The level of theory is wB97M-V/def2-TZVPD.

The geometry in ORCA input format:
```
! RIJCOSX wB97M-V def2-TZVPD def2/J DEFGRID3
* xyz 0 1
O 1.679 -1.067 -1.083
C 1.080 -0.579 -0.127
N 1.758 0.521 0.626
C 1.017 1.709 0.815
O 1.560 2.752 1.122
C -0.169 -1.102 0.447
C -0.605 -2.479 -0.209
S -2.832 0.304 -0.719
H 2.718 0.831 0.340
H -0.061 1.663 0.435
H -1.041 -0.395 0.119
H -0.239 -1.137 1.533
H -0.123 -3.340 0.277
H -0.415 -2.267 -1.357
H -1.697 -2.639 -0.089
*
```

The HOMO energy is -10.16 eV. As for the orbital gap: 5.402 eV. The lowest unoccupied orbital energy comes out at -4.8 eV.

These are the natural (NBO) partial charges, in e, on atoms 1 to 6: O -0.55; C 0.70; N -0.69; C 0.53; O -0.57; C -0.60


iii | This record from the OMol25 dataset describes a molecular structure, C4H7NO2S. The level of theory is wB97M-V/def2-TZVPD.

The geometry in ORCA input format:
```
! RIJCOSX wB97M-V def2-TZVPD def2/J DEFGRID3
* xyz 0 1
C 0.533 -0.769 1.061
C -0.694 0.978 -0.126
C -1.553 -0.080 -0.506
C 1.767 0.538 -0.688
H 0.078 -0.053 2.043
H 1.782 -0.970 1.251
H -0.301 -1.789 0.746
H -0.930 1.976 -0.561
H -0.868 1.285 0.895
H -1.771 -1.837 -1.092
H 2.001 1.713 -1.151
N 0.635 0.407 0.018
O -1.063 -1.252 -0.984
O -2.737 0.135 -0.382
S 3.120 -0.283 -0.524
*
```

The HOMO energy is -8.32 eV. As for the orbital gap: 8.685 eV. The lowest unoccupied orbital energy comes out at 0.4 eV.

These are the natural (NBO) partial charges, in e, on atoms 1 to 6: C -0.52; C -0.35; C 0.77; C -0.10; H 0.20; H 0.28


iv | This record from the OMol25 dataset describes 2 unconnected molecules or ions with the total composition C4H7NO2S. The level of theory is wB97M-V/def2-TZVPD.

The geometry in ORCA input format:
```
! RIJCOSX wB97M-V def2-TZVPD def2/J DEFGRID3
* xyz 0 1
C 0.522 0.089 1.520
N -0.490 0.830 0.742
C -1.056 0.506 -0.443
C -0.327 -0.516 -1.160
S -2.218 1.407 -1.049
H 0.999 -0.579 0.862
H 0.002 -0.431 2.306
H 1.126 0.870 2.092
H -1.077 1.457 1.350
H 0.295 -0.159 -1.937
H -1.164 -1.195 -1.353
H 0.418 -0.979 -0.517
O -3.872 0.351 1.489
C -3.396 -0.483 0.859
O -2.952 -1.447 0.344
*
```

The HOMO energy is -8.42 eV. As for the orbital gap: 8.982 eV. As for the structure (SMILES): CNC(C)=S.O=C=O. The lowest unoccupied orbital energy comes out at 0.6 eV.

These are the natural (NBO) partial charges, in e, on atoms 1 to 6: C -0.41; N -0.58; C 0.10; C -0.70; S -0.14; H 0.20


Most stable structure - iv; separation to the second - 2.880 eV.